Record 1
18
Properties=species:S:1:pos:R:3:forces:R:3 method="wB97M-V/def2-TZVPD" e_above_lowest_kcal_mol=93.77 energy_ev=-9908.1757 homo_energy_ha=-0.324 max_force_ev_per_a=5.8 total_charge=0
C -0.25742 0.96863 1.06939 2.8009 0.3213 -2.8475
C 0.05652 -0.36212 0.32346 -1.5792 -0.0008 -0.5217
C 1.07238 -1.18917 1.01469 5.6182 -0.3078 1.4478
O 1.05271 -1.47430 2.45523 0.4247 1.2984 -1.5886
N 0.47621 -0.09925 -1.02286 -1.0616 0.2779 -3.0465
C -0.70270 0.26317 -2.02949 2.7369 1.5426 -0.4979
O -1.74763 1.05843 -1.52561 -1.2955 -0.3611 1.0952
H -1.28743 1.05751 1.23892 -1.2084 -0.0339 1.9240
H 0.66169 1.00313 1.73417 -2.0465 0.9208 0.3204
H -0.19022 1.80141 0.24098 0.4971 -1.4954 1.6978
H -0.74266 -1.08645 0.20785 -1.2355 0.4693 0.0281
H 1.94310 -0.41490 1.13579 -0.5642 -1.6764 -1.1453
H 1.44784 -2.20745 0.50579 -1.1023 2.5635 0.5527
H 0.25638 -1.90668 2.62328 -2.1282 -1.2980 0.7731
H 1.35485 0.42631 -1.14413 -1.0305 -0.0733 0.2405
H -0.23234 0.84381 -3.00582 -0.8816 -2.0541 2.3915
H -1.22395 -0.69150 -2.22808 0.6510 0.4935 -0.2645
H -1.93732 2.00943 -1.59355 1.4049 -0.5863 -0.5593



Record 2
21
Properties=species:S:1:pos:R:3:forces:R:3 method="wB97M-V/def2-TZVPD" e_above_lowest_kcal_mol=106.00 energy_ev=-27512.9667 homo_energy_ha=-0.526 max_force_ev_per_a=3.2 total_charge=+1
C 0.48161 0.85692 -2.88038 -1.6364 -0.9500 -1.8437
O 0.06255 0.68982 -1.50918 0.2735 -0.7320 -0.5071
C -0.64203 -0.49714 -1.19604 -0.9875 1.4044 2.2107
C -1.08453 -0.23329 0.27782 0.1982 2.6284 -0.8737
N 0.20552 -0.14350 1.13118 -2.7672 -0.0265 1.5865
N 0.91150 1.13941 0.87613 0.8659 0.3589 -0.1581
F -0.03206 2.06464 1.00896 -0.8369 0.8737 -0.2929
F 1.62094 1.36386 1.99183 0.8442 -0.2852 0.6162
N 1.10144 -1.11350 0.68743 2.1400 -0.6508 -0.8339
F 2.16504 -1.25171 1.55047 -1.1994 0.2294 -0.0599
F 0.43085 -2.27488 0.73816 0.0342 -0.7010 0.6314
N -0.10873 -0.24141 2.76842 1.8381 -0.3754 1.3084
F -1.05202 0.63764 3.09589 -0.3933 -0.0220 -0.9940
F -0.67884 -1.44172 2.96797 -0.3194 0.2364 -0.7552
H 1.55512 1.11513 -2.95336 -0.5855 -0.4100 0.2768
H -0.11730 1.73468 -3.40817 1.0184 -1.9878 1.1970
H 0.23174 -0.19591 -3.38248 0.8450 2.5477 0.4416
H -0.18673 -1.50282 -1.14017 0.3546 0.7754 -1.2181
H -1.62988 -0.54099 -1.63129 -0.1731 -0.1898 -1.0149
H -1.74918 -1.03541 0.58225 0.2332 0.0775 0.7927
H -1.48501 0.87019 0.42456 0.2534 -2.8013 -0.5096



Record 3
66
Properties=species:S:1:pos:R:3:forces:R:3 method="wB97M-V/def2-TZVPD" e_above_lowest_kcal_mol=15.51 energy_ev=-209161.4531 homo_energy_ha=-0.435 max_force_ev_per_a=3.8 total_charge=+1
Cd -5.90647 -0.51834 16.51734 -0.2358 0.2315 0.0622
N -3.97757 -0.09398 17.68083 0.1430 0.0854 2.0181
C -3.71023 1.29548 17.29939 -0.1600 1.2482 -1.2506
C -2.44465 1.89297 17.87372 0.9705 -1.9004 0.2513
C -1.61604 2.89183 17.06126 1.1637 -0.5731 0.5267
C -2.06110 4.33841 16.95573 -0.1834 0.6139 -0.1188
N -3.43434 4.45167 16.48975 -0.1658 -0.7493 -2.2040
C -3.87305 3.95570 15.27966 0.0641 0.3955 1.8702
N -5.20727 3.93606 15.13752 0.9235 -0.2819 -0.8817
N -3.09363 3.50226 14.25914 -2.8724 2.0417 1.1076
C -4.97396 2.07940 17.72693 -1.2012 -2.9077 -2.1370
O -4.87009 3.05204 18.41505 -0.1519 2.1879 1.2717
O -6.07107 1.55234 17.25844 0.6564 0.9439 0.5915
H -4.04698 -0.08322 18.74487 0.2524 -0.4254 -1.7738
H -3.23085 -0.71102 17.37859 0.0194 -0.0198 0.1093
H -3.61145 1.37403 16.18542 -0.3445 -0.4077 0.6631
H -1.78008 0.97124 17.93750 -0.3696 1.1703 0.2621
H -2.67778 2.22165 18.87846 0.2655 0.2712 0.3137
H -1.37578 2.37785 16.10615 -0.2430 0.6140 0.2201
H -0.64725 2.93508 17.58976 -0.1635 -0.0515 -0.2766
H -1.37473 4.94202 16.30238 -0.6051 -0.5726 0.5670
H -2.11601 4.84228 17.94886 0.4875 -0.5248 -0.6093
H -4.10973 4.25822 17.22716 0.0381 0.2417 0.0771
H -5.78088 4.07126 15.95251 -0.0219 0.1676 0.0718
H -5.52947 3.27240 14.40712 -0.2540 0.4227 0.6394
H -2.22004 3.09779 14.41384 1.2829 -0.7042 0.0824
H -3.70796 3.24852 13.50382 0.6477 -0.6506 -0.5171
Br -12.88495 -1.29028 16.33590 0.3461 0.0299 -0.1171
C -11.05629 -1.03740 16.69374 0.8415 1.7562 1.2885
C -10.53036 0.25442 16.95865 -0.1333 0.1258 -1.5508
C -9.16625 0.45050 17.19892 0.1059 -0.1049 0.0620
N -8.32629 -0.58714 17.22377 -0.3329 -0.7695 0.3929
C -8.83957 -1.82942 17.13071 0.4343 0.5666 -0.1519
C -10.19493 -2.08945 16.89077 0.4891 -0.4065 -0.3595
C -7.81643 -2.92863 17.22562 -0.4994 0.9386 -0.7110
C -8.14247 -4.20190 17.51069 -3.2881 -1.2245 1.5704
C -7.20321 -5.18205 17.57529 0.9762 -1.0798 -0.0213
Br -7.62094 -6.92000 18.01823 -0.5804 -0.8720 0.2790
C -5.88751 -4.93397 17.27687 0.7710 0.5698 -0.5402
C -5.63682 -3.60716 16.94523 0.0720 -1.1636 -0.4589
N -6.56151 -2.67118 16.90701 0.5389 1.4351 -0.1043
H -11.08716 1.12908 16.63618 -0.3214 -0.0565 0.7038
H -8.68907 1.44661 17.38082 -0.6487 -0.9407 -0.4026
H -10.56786 -3.07961 16.70584 0.1197 -0.3842 0.1740
H -9.19056 -4.44875 17.82285 1.1056 0.2031 -0.4767
H -5.10642 -5.71646 17.18859 -0.7161 0.7142 0.3112
H -4.70504 -3.32341 16.53039 1.0513 0.3489 0.0156
N -5.43805 -1.97267 12.87936 3.1951 0.2685 -1.3864
C -4.62503 -0.59106 12.85314 -0.5543 0.3804 -0.1747
C -4.04747 -0.31886 11.44504 0.5604 -0.4958 0.5244
P -5.97900 0.64649 13.32188 -1.7244 -2.3640 1.3949
O -7.13795 0.51116 12.20628 1.3000 0.5990 -1.3308
O -5.58585 2.05299 13.41790 1.0232 0.3396 -0.5520
O -6.65951 -0.11305 14.47156 0.7594 0.4175 -0.5117
P -3.23547 -0.80641 14.08125 -1.0624 -1.5525 -0.6634
O -2.51061 -1.95625 13.14053 -0.3557 0.5221 0.5773
O -2.43523 0.40390 14.22830 0.4699 0.8895 0.1628
O -3.86484 -1.53204 15.24521 -0.1134 0.1936 0.0465
H -5.38734 -2.29729 11.88443 -1.0116 0.1110 1.2193
H -6.28873 -1.76524 13.35034 -1.7846 0.2305 0.0180
H -4.97550 -2.67776 13.47546 0.2814 0.4874 -0.2199
H -4.78320 -0.63024 10.68976 0.4352 0.0885 -0.0930
H -3.04392 -0.82397 11.36721 -1.2859 0.3801 -0.4111
H -3.86245 0.75595 11.34195 -0.1518 -0.1602 0.0217
H -6.86950 1.13830 11.48872 -0.7455 -0.6155 0.4712
H -1.69338 -2.23441 13.55246 0.4914 -0.2723 0.0676



Record 4
102
Properties=species:S:1:pos:R:3:forces:R:3 method="wB97M-V/def2-TZVPD" spin_multiplicity=2 energy_ev=-48414.8588 homo_energy_ha="-0.150 / -0.150" max_force_ev_per_a=7.5 total_charge=-1
C 3.13751 2.52903 -2.15237 0.2966 -0.3231 -0.9322
C 2.96640 0.86736 -2.04393 1.6079 2.0069 -2.5245
C 2.71592 0.37856 -3.61302 -1.2019 -0.0475 0.1587
C 4.41038 0.34062 -1.42401 -0.3440 0.6521 1.1748
C 4.37247 -1.19407 -0.85104 0.2768 0.4662 -1.5917
C 5.76729 -1.45415 -0.04276 0.4389 -0.0771 -0.0118
C 5.73760 -1.19805 1.56637 -0.2135 -0.2555 0.4736
C 5.57618 0.36239 2.03796 -0.6493 0.1420 0.4061
N 6.65159 1.28521 1.49060 0.0390 -1.3501 0.3050
C 4.46275 -2.18024 -2.20061 1.3726 -2.9446 -5.7743
O 3.99349 -3.43279 -2.24407 1.4360 5.5755 1.5434
O 5.15444 -1.71105 -3.44767 -3.1324 -1.1703 6.7222
C 2.99318 -1.46453 -0.02769 -0.2671 -1.0323 -0.2735
C 1.63734 -0.78168 -0.66229 -2.2571 -1.9729 1.9360
C 0.56315 -0.70244 0.62156 0.1682 -0.1102 0.5324
C 0.85708 -1.77042 -1.76287 -0.3329 0.6731 -0.0332
N 1.78874 0.64263 -1.13087 3.3284 0.4419 2.4531
O 2.02340 1.47385 -0.06541 -1.4046 -1.7801 -1.9192
H 3.84563 2.92042 -1.29986 -1.6063 -0.6529 -1.7459
H 2.10139 3.08079 -2.15280 1.9957 -1.1679 0.2284
H 3.62348 2.74729 -3.22008 -0.8521 -0.4104 2.3926
H 1.68644 0.85155 -3.98855 2.0238 -0.8132 0.9357
H 3.54106 0.81622 -4.32765 -1.4374 -1.2416 1.6979
H 2.58231 -0.78643 -3.72151 0.7271 2.4153 0.1692
H 5.30387 0.56157 -2.17333 -2.1610 -0.9688 1.3150
H 4.61900 1.05124 -0.48744 -0.6298 -1.4297 -1.8294
H 6.59177 -0.76075 -0.55198 -1.7278 -1.5049 1.0773
H 6.12505 -2.55946 -0.22564 -0.8064 2.1227 0.3763
H 4.87270 -1.84807 2.06175 1.7721 1.3744 -1.0729
H 6.74394 -1.61016 2.02066 -1.8232 0.8361 -0.8853
H 5.60691 0.45768 3.22173 -0.0055 -0.4035 -2.4304
H 4.52336 0.82188 1.72241 2.2263 -1.1668 0.5229
H 7.59302 0.99024 1.88375 -1.5898 0.3285 -0.9588
H 6.65247 1.17485 0.45196 0.2905 0.0811 1.2391
H 3.00337 -1.17767 1.10697 0.3740 -0.2149 -2.2324
H 2.80307 -2.64293 -0.05972 0.4401 2.5075 -0.0148
H 0.18038 -1.79598 0.87266 0.7644 2.2952 -0.6385
H 1.07340 -0.29595 1.60558 -0.9061 -0.7409 -2.1032
H -0.34241 0.01848 0.40138 1.7439 -1.5609 0.2146
H 1.50017 -2.68944 -2.09107 -0.9287 2.0395 0.3896
H -0.13707 -2.21500 -1.28763 2.1325 1.1143 -0.8655
H 0.52501 -1.07394 -2.65576 0.7352 -1.7422 1.5916
C -1.28926 3.99018 0.81521 0.1675 0.0148 0.2106
C -2.59104 3.22117 0.67941 0.0959 -0.0296 -0.0421
O -2.56829 1.95380 1.33073 -0.0701 -0.1238 0.0993
C -2.38004 1.96830 2.74314 -0.0684 -0.0813 -0.2130
C -3.48932 2.68675 3.49034 -0.1105 0.3016 -0.0447
H -0.43745 3.36708 0.52498 -0.1097 0.0464 -0.0481
H -1.30519 4.88484 0.18509 -0.0271 -0.1090 0.0543
H -1.12191 4.31210 1.84752 -0.0107 0.0556 -0.0827
H -2.76862 3.01976 -0.38254 -0.0117 -0.2150 0.2096
H -3.44150 3.81516 1.02898 -0.0010 0.0781 0.0516
H -1.39900 2.38458 2.99377 -0.0197 0.0689 0.0185
H -2.36467 0.92131 3.06369 0.0374 0.0656 -0.2828
H -3.47555 3.76172 3.28744 -0.0102 -0.0576 0.0680
H -3.37663 2.54861 4.56973 0.0029 -0.0144 -0.0964
H -4.47100 2.30936 3.18475 0.1361 -0.0355 0.0540
C -6.86429 6.80549 2.65843 -0.2449 -0.1505 0.0931
C -6.24609 6.80362 1.27196 0.1662 -0.1370 0.0576
O -5.82987 5.51040 0.84151 0.0450 0.0358 0.0118
C -6.85077 4.52488 0.71077 0.1318 0.0060 -0.1344
C -7.90005 4.88002 -0.32742 -0.1479 0.2622 -0.0206
H -6.21215 6.29720 3.37565 -0.0029 0.1152 -0.1105
H -7.03595 7.83095 3.00005 0.0386 -0.1096 -0.0502
H -7.82703 6.28552 2.66666 0.0421 0.0992 0.0294
H -5.34619 7.42787 1.28991 -0.0142 -0.2728 -0.1270
H -6.92051 7.25260 0.53584 -0.0913 -0.0076 0.0291
H -7.30924 4.31812 1.68319 -0.0742 0.0433 0.0068
H -6.35095 3.60143 0.39999 0.1558 0.2373 0.1084
H -8.50340 5.73504 -0.00830 -0.0298 -0.0972 -0.0307
H -8.57663 4.03640 -0.49303 0.0960 0.0764 0.0237
H -7.42926 5.14957 -1.27883 -0.0182 -0.1287 0.1297
C -2.22736 -3.33408 -6.28774 -0.0817 -0.2930 -0.0738
C -0.87858 -2.72550 -5.94879 0.0721 -0.0330 0.3147
O -0.29118 -3.27509 -4.77241 -0.1577 0.0672 -0.0837
C 0.01270 -4.66693 -4.80438 0.2096 0.1336 0.0748
C 1.03200 -5.03567 -5.86740 0.0342 0.1283 -0.2780
H -2.89266 -3.31348 -5.41884 0.0907 0.0912 -0.0830
H -2.69953 -2.78604 -7.10898 0.0517 -0.0328 0.0853
H -2.12711 -4.37864 -6.59784 -0.0374 0.0875 -0.0350
H -1.01661 -1.65633 -5.75477 0.1684 -0.1735 0.1749
H -0.18557 -2.80073 -6.79281 -0.0282 -0.0691 -0.0582
H -0.90378 -5.25589 -4.91264 -0.0640 -0.0372 -0.0934
H 0.42772 -4.91534 -3.82192 -0.1000 0.2894 -0.0778
H 0.62211 -4.90922 -6.87384 0.0087 -0.0889 0.0175
H 1.33768 -6.08057 -5.75957 -0.0267 0.1157 0.0270
H 1.91862 -4.39699 -5.79333 -0.1114 -0.1377 0.1364
C -0.79919 -2.67293 5.71301 0.1863 -0.0870 0.2246
C -1.06588 -3.31995 4.36589 0.1831 0.1459 -0.1644
O 0.09982 -3.43396 3.55405 -0.0746 0.0040 0.0398
C 1.15466 -4.24341 4.06656 -0.0554 0.0121 -0.2158
C 0.75944 -5.69693 4.25642 -0.2458 -0.1083 0.1426
H -0.26004 -1.72825 5.59073 -0.1294 -0.0834 -0.0558
H -1.73974 -2.47908 6.23791 0.0855 -0.0161 -0.0739
H -0.18770 -3.31790 6.35128 -0.0924 0.0507 0.0073
H -1.76963 -2.69131 3.80966 0.2550 -0.1107 -0.1257
H -1.54721 -4.29617 4.48255 0.0114 -0.0494 0.0941
H 1.54894 -3.81539 4.99385 -0.0316 -0.0413 0.0770
H 1.96576 -4.19539 3.33241 -0.2478 0.1910 -0.0072
H 0.02751 -5.80925 5.06178 0.0852 -0.0471 -0.0054
H 1.63421 -6.30190 4.51267 -0.0762 0.0805 -0.0463
H 0.30524 -6.09815 3.34416 0.1525 0.0846 0.0711